{"formula": "CH3N3O2S", "method": "ωB97M-V with the def2-TZVPD basis set", "symbols": ["C", "N", "N", "N", "O", "O", "S", "H", "H", "H"], "coordinates": [[-0.8087, -0.2580, 0.2926], [-0.2820, -1.3177, -0.2090], [2.7719, 0.9010, -0.5461], [-2.1208, -0.1497, 0.5957], [-0.0035, 0.7780, 0.5579], [1.0880, -1.1212, -0.4015], [1.7674, 0.2204, 0.3420], [2.7871, 0.9827, -1.5486], [-2.7364, -0.8184, 0.1658], [-2.4631, 0.7829, 0.7511]], "forces_ev_per_angstrom": [[1.58, 0.30, -0.32], [-0.98, -0.54, 0.02], [-0.82, -0.34, 0.88], [-0.19, 0.18, 0.14], [0.05, 0.16, -0.06], [1.15, 0.75, -0.04], [-0.24, -0.35, -0.12], [-0.46, -0.15, -0.42], [-0.03, 0.06, -0.02], [-0.05, -0.07, -0.05]], "lowdin_charge": [-0.62, 0.03, -0.27, 0.16, -0.21, -0.38, 1.04, 0.02, 0.11, 0.11], "homo_energy_ha": -0.3255, "lumo_ev": 0.51, "homo_lumo_gap_ha": 0.344}